A molecular structure, C46H33BrN5O8PSW. Source: the OMol25 dataset; level of theory: ωB97M-V with the def2-TZVPD basis set.

Structure (ORCA input):
```
! wB97M-V def2-TZVPD RIJCOSX def2/J DEFGRID3
* xyz 0 1
W -0.084 -0.410 -0.381
N -1.787 3.554 0.985
C -1.204 2.333 0.947
S -2.113 0.998 0.322
N 0.004 2.227 1.425
N 0.454 0.939 1.317
C 1.346 0.568 2.159
C 1.805 1.357 3.318
C 2.614 2.474 3.163
C 3.060 3.155 4.284
C 2.685 2.735 5.553
C 1.858 1.630 5.705
C 1.420 0.935 4.588
C 1.954 -0.754 1.920
C 2.943 -1.286 2.734
C 3.478 -2.523 2.404
C 3.032 -3.175 1.275
C 2.065 -2.571 0.486
N 1.534 -1.396 0.808
H -2.762 3.642 0.771
H -1.361 4.247 1.578
H 2.890 2.803 2.171
H 3.701 4.019 4.165
H 3.033 3.274 6.424
H 1.552 1.309 6.691
H 0.763 0.080 4.694
H 3.290 -0.744 3.599
H 4.253 -2.952 3.023
H 3.433 -4.131 0.970
H 1.713 -3.009 -0.435
O -1.654 -1.071 3.179
C -1.844 -1.429 2.039
O -0.901 -1.585 1.139
C -3.203 -1.858 1.541
C -4.196 -2.096 2.484
C -5.436 -2.576 2.102
C -5.692 -2.828 0.761
C -4.713 -2.577 -0.185
C -3.466 -2.073 0.186
P -2.251 -1.778 -1.155
C -3.190 -1.013 -2.500
C -2.707 -1.106 -3.806
C -3.323 -0.414 -4.836
C -4.422 0.392 -4.571
C -4.894 0.509 -3.273
C -4.280 -0.185 -2.242
C -1.825 -3.474 -1.656
C -0.933 -4.148 -0.820
C -0.542 -5.441 -1.113
C -1.034 -6.079 -2.245
C -1.931 -5.421 -3.070
C -2.331 -4.123 -2.776
H -3.958 -1.907 3.522
H -6.198 -2.764 2.847
H -6.652 -3.217 0.450
H -4.926 -2.770 -1.230
H -1.834 -1.707 -4.029
H -2.936 -0.502 -5.843
H -4.903 0.933 -5.375
H -5.741 1.146 -3.057
H -4.651 -0.072 -1.232
H -0.554 -3.650 0.063
H 0.147 -5.957 -0.456
H -0.726 -7.090 -2.475
H -2.330 -5.914 -3.947
H -3.048 -3.636 -3.423
O -0.649 0.697 -1.982
C -0.159 0.687 -3.165
C 0.549 -0.389 -3.741
C 0.836 -0.355 -5.122
C 1.380 -1.456 -5.730
C 1.665 -2.639 -5.039
C 1.396 -2.683 -3.690
C 0.862 -1.573 -3.024
O 0.643 -1.699 -1.732
N 1.652 -1.396 -7.172
O 2.120 -2.387 -7.701
O 1.355 -0.377 -7.768
H -0.374 1.561 -3.776
H 0.605 0.523 -5.708
H 2.088 -3.480 -5.565
H 1.595 -3.573 -3.108
Br 5.874 0.009 0.460
C 4.960 1.613 0.016
C 5.637 2.790 0.316
C 5.065 4.014 0.017
C 3.806 4.063 -0.568
C 3.130 2.888 -0.835
C 3.690 1.642 -0.558
C 2.893 0.404 -0.917
O 3.418 -0.656 -1.193
O 1.610 0.653 -0.941
H 6.615 2.735 0.772
H 5.605 4.924 0.244
H 3.347 5.013 -0.807
H 2.138 2.915 -1.265
*
```

Results
- Largest force on an atom: 2.297 eV/A
- HOMO-LUMO gap (spin up / spin down): 5.8 / 6.0 eV
- HOMO energy (spin up / spin down): -6.53 / -6.67 eV
- E: -164061.537 eV

=====

A molecular structure, C46H34BClF2N2O2PRu. Source: the OMol25 dataset; level of theory: ωB97M-V with the def2-TZVPD basis set.

Structure (ORCA input):
```
! wB97M-V def2-TZVPD RIJCOSX def2/J DEFGRID3
* xyz 0 2
Ru -0.459 -0.716 0.973
Cl -0.812 -0.574 3.514
C -0.553 1.127 3.863
C -0.335 1.466 5.187
C -0.124 2.796 5.512
C -0.133 3.762 4.517
C -0.362 3.399 3.198
C -0.586 2.070 2.842
P -0.887 1.527 1.112
C -0.410 2.974 0.133
C -1.250 4.082 0.012
C -0.823 5.207 -0.676
C 0.446 5.233 -1.242
C 1.278 4.130 -1.136
C 0.848 2.997 -0.461
C -2.708 1.484 0.981
C -3.259 1.312 -0.290
C -4.624 1.136 -0.442
C -5.452 1.121 0.673
C -4.912 1.287 1.940
C -3.544 1.467 2.095
H -0.324 0.695 5.945
H 0.055 3.072 6.542
H 0.042 4.800 4.765
H -0.360 4.158 2.428
H -2.239 4.064 0.454
H -1.480 6.061 -0.772
H 0.779 6.109 -1.784
H 2.252 4.134 -1.604
H 1.482 2.119 -0.425
H -2.613 1.304 -1.160
H -5.041 0.997 -1.431
H -6.517 0.974 0.554
H -5.554 1.274 2.811
H -3.136 1.603 3.089
O -4.955 -7.353 0.799
C -5.017 -6.069 1.227
O -6.076 -5.612 1.556
C -3.753 -5.278 1.207
C -3.857 -3.905 1.429
C -2.738 -3.103 1.430
C -1.462 -3.645 1.218
C -1.358 -5.023 0.989
C -2.488 -5.817 0.986
N -0.371 -2.787 1.233
C 0.873 -3.225 1.455
C 1.890 -2.267 1.526
C 3.252 -2.569 1.770
C 4.175 -1.566 1.833
C 3.759 -0.233 1.655
C 2.429 0.010 1.421
N 1.502 -0.956 1.357
H -4.070 -7.561 0.481
H -4.839 -3.485 1.601
H -2.843 -2.037 1.605
H -0.396 -5.467 0.775
H -2.344 -6.878 0.810
H 1.089 -4.269 1.645
H 3.536 -3.605 1.898
H 5.218 -1.794 2.011
H 4.457 0.590 1.692
H 2.061 1.018 1.283
C -0.081 -0.725 -1.071
C 0.891 -0.321 -1.809
C 1.878 0.107 -2.582
C 1.753 1.383 -3.335
C 2.872 2.177 -3.601
C 2.753 3.357 -4.321
C 1.512 3.777 -4.778
C 0.390 3.007 -4.504
C 0.512 1.821 -3.796
C 3.073 -0.760 -2.781
C 3.764 -0.789 -3.993
C 4.854 -1.629 -4.172
C 5.277 -2.461 -3.146
C 4.590 -2.448 -1.939
C 3.505 -1.608 -1.761
H 3.844 1.858 -3.247
H 3.636 3.951 -4.524
H 1.420 4.695 -5.345
H -0.584 3.323 -4.856
H -0.362 1.211 -3.599
H 3.439 -0.160 -4.812
H 5.369 -1.637 -5.125
H 6.128 -3.114 -3.287
H 4.905 -3.093 -1.127
H 2.974 -1.604 -0.819
F -0.995 -2.977 -1.755
B -1.193 -1.717 -1.370
F -2.485 -1.390 -1.157
*
```

Results
- Expectation value of S²: 0.77
- Largest force on an atom: 0.599 eV/A
- Energy relative to the best compared isomer or geometry (same formula, charge and spin): 4.3 kJ/mol
- HOMO-LUMO gap (spin up / spin down): 6.1 / 6.6 eV
- HOMO energy (spin up / spin down): -5.97 / -7.21 eV
- E: -85837.399 eV

=====

A molecular structure, C46H34ClCoF5IN2O3S3Sb. Source: the OMol25 dataset; level of theory: ωB97M-V with the def2-TZVPD basis set.

Structure (ORCA input):
```
! wB97M-V def2-TZVPD RIJCOSX def2/J DEFGRID3
* xyz -1 1
Co -0.008 0.788 1.041
F -4.483 0.306 7.154
C -4.007 0.482 5.902
C -2.727 0.066 5.555
F -1.944 -0.515 6.488
C -2.266 0.231 4.263
F -1.025 -0.203 3.993
C -3.043 0.801 3.234
S -2.543 0.920 1.609
C -4.328 1.233 3.634
F -5.150 1.810 2.737
C -4.796 1.076 4.923
F -6.035 1.502 5.241
Cl 3.079 5.156 5.063
C 2.071 4.419 3.854
C 1.517 5.224 2.881
C 0.733 4.659 1.892
I -0.055 5.764 0.280
C 0.481 3.290 1.836
O -0.233 2.732 0.936
C 1.108 2.466 2.819
N 0.916 1.129 2.634
C 1.555 0.308 3.462
C 2.342 0.766 4.519
C 2.514 2.112 4.739
C 1.914 3.018 3.842
H 1.711 6.285 2.883
H 1.401 -0.752 3.311
H 2.794 0.037 5.175
H 3.093 2.485 5.571
S 0.051 -1.454 1.091
Sb -0.470 -1.926 -1.163
C -0.554 -4.082 -0.955
C -0.171 -4.786 0.174
C -0.208 -6.172 0.180
C -0.664 -6.859 -0.933
C -1.055 -6.157 -2.061
C -0.988 -4.776 -2.069
C -3.140 -1.772 -1.526
C -3.653 -2.103 -0.287
C -4.937 -1.721 0.068
C -5.704 -0.990 -0.822
C -5.212 -0.697 -2.079
C -3.925 -1.084 -2.435
C 1.713 -1.994 -1.624
C 2.554 -2.846 -0.930
C 3.923 -2.774 -1.111
C 4.455 -1.839 -1.984
C 3.616 -0.989 -2.684
C 2.247 -1.064 -2.498
H 0.153 -4.241 1.053
H 0.120 -6.724 1.053
H -0.714 -7.942 -0.927
H -1.408 -6.691 -2.934
H -1.275 -4.220 -2.952
H -3.034 -2.652 0.415
H -5.324 -1.967 1.047
H -6.684 -0.646 -0.527
H -5.820 -0.144 -2.788
H -3.574 -0.854 -3.434
H 2.138 -3.564 -0.237
H 4.573 -3.434 -0.551
H 5.526 -1.782 -2.119
H 4.028 -0.255 -3.367
H 1.588 -0.396 -3.036
C 0.422 0.796 -7.287
C 0.104 1.151 -5.866
C 0.598 2.312 -5.283
C 0.307 2.616 -3.964
C -0.476 1.756 -3.211
C -0.980 0.604 -3.781
C -0.702 0.312 -5.104
S -0.649 2.129 -1.444
C -2.418 2.569 -1.468
O -0.703 0.762 -0.805
H 1.266 1.368 -7.662
H -0.437 1.002 -7.927
H 0.651 -0.265 -7.366
H 1.229 2.973 -5.860
H 0.690 3.507 -3.493
H -1.574 -0.055 -3.170
H -1.088 -0.593 -5.548
H -2.974 1.669 -1.709
H -2.602 3.375 -2.169
H -2.656 2.870 -0.453
O 1.821 0.996 -0.057
N 2.955 1.041 0.554
C 3.487 -0.087 1.093
C 4.660 -0.053 1.795
C 5.352 1.145 1.963
C 4.774 2.297 1.435
C 3.593 2.228 0.747
H 2.907 -0.984 0.942
H 5.039 -0.967 2.220
H 6.300 1.181 2.476
H 5.252 3.255 1.564
H 3.092 3.084 0.324
*
```

Results
- Largest force on an atom: 2.564 eV/A
- HOMO-LUMO gap (spin up / spin down): 3.5 / 2.7 eV
- HOMO energy (spin up / spin down): -2.21 / -2.05 eV
- E: -168254.015 eV

=====

A molecular structure, C46H34F5GeN3O4S2Ti. Source: the OMol25 dataset; level of theory: ωB97M-V with the def2-TZVPD basis set.

Structure (ORCA input):
```
! wB97M-V def2-TZVPD RIJCOSX def2/J DEFGRID3
* xyz 1 2
Ti -0.284 1.374 -0.770
O 1.075 -0.624 0.118
C 2.484 -0.322 0.005
C 2.530 1.197 0.083
O 3.462 1.820 0.531
O 1.474 1.744 -0.451
C 2.984 -0.728 -1.450
C 3.622 0.141 -2.369
C 3.889 -0.348 -3.658
C 3.672 -1.706 -3.960
C 3.047 -2.561 -3.023
C 2.803 -2.053 -1.761
C 3.354 -1.052 0.997
C 4.694 -0.638 1.149
C 5.561 -1.369 1.963
C 5.026 -2.381 2.731
C 3.696 -2.733 2.692
C 2.857 -2.021 1.810
H 0.907 -0.647 1.094
H 3.907 1.169 -2.047
H 4.386 0.234 -4.351
H 3.824 -2.090 -4.979
H 2.735 -3.578 -3.259
H 2.328 -2.698 -1.009
H 5.067 0.094 0.485
H 6.626 -1.120 2.033
H 5.690 -2.912 3.432
H 3.319 -3.661 3.134
H 1.852 -2.427 1.648
N -2.934 -2.213 -0.538
C -3.490 -1.887 0.747
C -3.737 -2.812 1.713
C -4.186 -2.431 2.954
C -4.475 -1.082 3.165
C -4.313 -0.095 2.149
C -3.827 -0.512 0.907
S -3.517 0.536 -0.479
N -1.983 -0.122 -0.918
C -1.902 -1.443 -0.989
C -0.893 -2.276 -1.771
C -0.725 -3.633 -1.469
C -0.413 -4.593 -2.351
C -0.271 -4.224 -3.738
C -0.121 -2.884 -3.994
N -0.278 -1.899 -3.023
H -3.099 -3.167 -0.848
H -3.370 -3.838 1.548
H -4.275 -3.128 3.762
H -4.760 -0.735 4.132
H -4.567 0.905 2.296
H -0.959 -4.042 -0.466
H -0.378 -5.571 -1.910
H -0.154 -4.930 -4.486
H 0.198 -2.508 -4.939
C 0.761 -0.144 -4.508
C 0.193 -0.599 -3.212
O 0.213 0.206 -2.315
H 1.389 0.715 -4.324
H -0.046 0.100 -5.192
H 1.306 -0.909 -4.983
Ge -0.908 1.658 1.717
C -0.223 3.481 2.001
C 0.948 4.086 1.450
C 1.256 5.441 1.642
C 0.398 6.225 2.446
C -0.809 5.667 2.911
C -1.070 4.348 2.691
C -0.091 0.396 2.900
C -0.588 -0.919 3.119
C 0.040 -1.773 4.003
C 1.077 -1.321 4.774
C 1.588 -0.059 4.577
C 1.054 0.803 3.619
H -2.423 1.761 2.179
H 1.618 3.482 0.845
H 2.077 5.923 1.172
H 0.666 7.245 2.666
H -1.536 6.262 3.572
H -1.892 3.961 3.243
H -1.418 -1.310 2.545
H -0.424 -2.711 4.207
H 1.431 -2.005 5.534
H 2.397 0.258 5.209
H 1.426 1.837 3.591
F -6.568 2.594 -3.043
C -5.274 2.850 -2.816
C -4.289 2.166 -3.501
F -4.610 1.169 -4.367
C -2.963 2.390 -3.238
F -2.118 1.644 -3.976
C -2.539 3.257 -2.249
S -0.832 3.362 -1.791
C -3.536 3.913 -1.577
F -3.188 4.884 -0.732
C -4.856 3.748 -1.849
F -5.793 4.397 -1.208
*
```

Results
- Expectation value of S²: 0.78
- Largest force on an atom: 3.088 eV/A
- Energy relative to the best compared isomer or geometry (same formula, charge and spin): 155.0 kJ/mol
- HOMO-LUMO gap (spin up / spin down): 6.8 / 6.1 eV
- HOMO energy (spin up / spin down): -10.39 / -10.56 eV
- E: -175796.399 eV

=====

A molecular structure, C46H35AsCuN2O5S2. Source: the OMol25 dataset; level of theory: ωB97M-V with the def2-TZVPD basis set.

Structure (ORCA input):
```
! wB97M-V def2-TZVPD RIJCOSX def2/J DEFGRID3
* xyz 0 2
Cu 0.366 0.316 0.494
O -2.387 2.912 1.475
C -1.831 1.831 1.477
O -0.544 1.653 1.541
C -2.683 0.551 1.512
C -2.052 -0.547 2.386
C -3.116 -1.520 2.880
C -3.480 -2.245 1.563
C -2.468 -1.636 0.589
O -1.328 -1.349 1.423
C -2.919 -0.218 0.174
C -2.176 0.169 -1.094
O -2.714 0.095 -2.176
O -0.893 0.478 -0.977
H -3.654 0.850 1.907
H -1.367 -0.175 3.138
H -3.959 -1.013 3.347
H -2.686 -2.212 3.603
H -4.503 -2.057 1.238
H -3.343 -3.322 1.643
H -2.162 -2.279 -0.231
H -3.970 -0.202 -0.108
S 3.872 0.151 6.548
C 2.904 0.597 7.883
C 1.686 1.058 7.490
C 1.538 1.055 6.077
C 2.648 0.592 5.428
C 2.847 0.457 3.978
C 1.719 0.305 3.141
N 1.826 0.178 1.843
C 3.041 0.218 1.247
C 4.222 0.381 1.983
C 5.463 0.464 1.296
C 5.455 0.409 -0.068
C 4.268 0.236 -0.813
C 4.219 0.293 -2.253
C 3.099 0.033 -2.940
C 1.847 -0.476 -2.196
N 1.849 -0.054 -0.803
C 3.035 0.106 -0.182
C 3.142 0.204 -4.402
C 3.736 1.244 -5.067
C 3.648 1.140 -6.479
C 2.985 0.018 -6.871
S 2.496 -0.923 -5.531
C 4.084 0.490 3.382
H 3.283 0.492 8.887
H 0.925 1.396 8.176
H 0.659 1.420 5.564
H 0.720 0.285 3.549
H 6.379 0.600 1.855
H 6.385 0.515 -0.615
H 5.123 0.552 -2.794
H -0.349 0.201 -1.910
H 4.185 2.079 -4.547
H 4.043 1.872 -7.167
H 2.766 -0.308 -7.875
H 4.975 0.637 3.983
C -4.123 -4.772 -4.829
C -2.858 -5.322 -4.941
C -1.775 -4.726 -4.304
C -1.955 -3.572 -3.550
C -3.237 -3.034 -3.418
C -4.311 -3.627 -4.066
As -0.536 -2.734 -2.511
C -0.270 -1.053 -3.544
C -1.104 -0.712 -4.593
C -1.096 0.582 -5.097
C -0.279 1.575 -4.569
C 0.562 1.243 -3.528
C 0.549 -0.039 -2.947
C 1.009 -3.795 -3.017
C 1.395 -4.051 -4.328
C 2.534 -4.797 -4.592
C 3.299 -5.291 -3.545
C 2.923 -5.041 -2.233
C 1.782 -4.296 -1.971
H -4.964 -5.236 -5.330
H -2.706 -6.221 -5.526
H -0.795 -5.175 -4.395
H -3.395 -2.144 -2.824
H -5.299 -3.194 -3.968
H -1.777 -1.441 -5.024
H -1.757 0.821 -5.922
H -0.287 2.572 -4.984
H 1.222 1.983 -3.088
H 1.824 -1.568 -2.280
H 0.805 -3.665 -5.151
H 2.831 -4.986 -5.616
H 4.193 -5.865 -3.752
H 3.520 -5.421 -1.414
H 1.499 -4.090 -0.944
*
```

Results
- Expectation value of S²: 0.75
- Largest force on an atom: 3.076 eV/A
- HOMO-LUMO gap (spin up / spin down): 6.6 / 6.5 eV
- HOMO energy (spin up / spin down): -6.86 / -6.83 eV
- E: -188636.665 eV